{"formula": "C24H55Cl2N7O29", "method": "wB97M-V/def2-TZVPD", "elements": ["Cl", "Cl", "O", "O", "O", "O", "O", "O", "O", "O", "O", "O", "O", "O", "O", "O", "O", "O", "O", "O", "O", "O", "O", "O", "O", "O", "O", "O", "O", "O", "O", "N", "N", "N", "N", "N", "N", "N", "C", "C", "C", "C", "C", "C", "C", "C", "C", "C", "C", "C", "C", "C", "C", "C", "C", "C", "C", "C", "C", "C", "C", "C", "H", "H", "H", "H", "H", "H", "H", "H", "H", "H", "H", "H", "H", "H", "H", "H", "H", "H", "H", "H", "H", "H", "H", "H", "H", "H", "H", "H", "H", "H", "H", "H", "H", "H", "H", "H", "H", "H", "H", "H", "H", "H", "H", "H", "H", "H", "H", "H", "H", "H", "H", "H", "H", "H", "H"], "xyz": [[-1.19, 3.08, -5.04], [-2.52, 4.57, -7.60], [-3.13, -0.15, -1.84], [0.71, -2.60, 5.43], [0.05, 0.73, 0.80], [-5.09, 4.46, -2.75], [-3.63, -2.46, 1.42], [-4.99, -1.24, -2.12], [-0.98, 5.18, -1.27], [3.04, 2.67, 5.43], [-4.14, -4.20, 0.09], [3.45, -4.43, -2.09], [-0.51, 0.60, -1.44], [-0.75, -1.52, -4.81], [-2.08, -3.89, 1.17], [-3.73, 2.66, 1.86], [1.51, -4.52, -1.26], [4.19, -1.65, 0.32], [-0.42, -3.61, -4.60], [-5.75, 4.86, -0.71], [-5.16, 1.05, 2.28], [2.15, 2.87, -3.12], [2.68, 2.01, -1.08], [1.68, -4.13, 6.59], [-0.60, -3.93, 6.82], [-0.01, -1.21, -0.42], [2.65, 4.30, -1.61], [4.52, 1.51, 4.08], [3.45, -1.07, -1.66], [-1.57, 6.91, -0.22], [2.44, 1.90, 3.46], [-5.35, 4.15, -1.62], [4.28, -0.96, -0.71], [-1.50, 5.70, -0.33], [-0.04, -2.46, -4.57], [-3.76, -1.17, -2.14], [2.68, -4.74, -1.20], [-4.05, 1.52, 2.14], [0.54, -2.00, 0.66], [3.08, 4.80, -0.34], [1.29, -2.16, -4.03], [-3.00, -2.39, -2.61], [-1.93, 4.81, 0.74], [1.91, 1.59, -3.70], [3.10, -5.44, 0.03], [-0.48, -1.98, 4.90], [1.74, -5.03, 7.67], [3.33, 2.01, 4.43], [-2.90, 0.66, 2.40], [-4.97, 2.77, -1.19], [-0.93, 2.62, -6.75], [2.52, 2.98, -1.85], [5.26, 0.12, -0.70], [-5.00, -2.00, 1.40], [5.61, 1.64, 4.98], [-3.35, -3.54, 0.80], [2.79, 1.53, 2.11], [-1.30, -4.78, 0.43], [-0.94, 3.89, -7.58], [-0.14, 0.08, -0.24], [0.48, -3.56, 6.36], [-0.83, 1.91, -1.60], [2.61, -5.68, 7.58], [-1.82, -5.58, -0.11], [-2.77, 4.25, 0.32], [-0.39, -5.17, 0.89], [-0.28, -2.24, 1.35], [-3.91, 2.74, -0.97], [1.55, -1.16, -4.36], [-2.02, -2.47, -2.15], [-2.19, 1.20, 3.03], [-1.05, 4.18, 0.89], [3.73, -4.66, 0.46], [6.23, -0.38, -0.62], [0.89, -2.93, 0.21], [5.12, 0.52, -1.70], [-5.43, -1.60, 0.49], [-0.10, -1.40, 4.06], [-2.22, 5.41, 1.59], [5.56, 0.77, 5.63], [-3.16, -0.31, 2.81], [-1.73, 2.12, -1.02], [-2.35, 0.51, 1.47], [1.45, -1.66, 1.15], [0.86, -5.67, 7.76], [1.98, -2.93, -4.38], [3.71, -6.31, -0.18], [3.02, 0.48, 2.24], [3.63, 2.11, 1.72], [4.97, 0.78, 0.11], [6.52, 1.63, 4.38], [-1.70, 1.96, -7.15], [-5.30, -1.37, 2.24], [-0.95, 2.28, -2.62], [-0.15, 2.61, -1.12], [-0.64, 3.80, -8.62], [2.83, 1.06, -3.99], [-0.99, -4.05, -0.32], [1.92, 1.69, 1.48], [0.04, 2.12, -6.76], [1.20, -2.20, -2.95], [-2.93, -2.32, -3.70], [2.22, -5.61, 0.66], [-0.99, -1.32, 5.60], [2.26, 4.58, 0.34], [-5.07, 2.11, -2.05], [1.27, 1.48, -4.57], [3.29, 5.86, -0.46], [-0.25, 4.68, -7.28], [2.04, -4.44, 8.54], [5.65, 2.56, 5.56], [4.00, 4.23, -0.17], [-1.04, -2.86, 4.61], [1.43, 0.91, -3.01], [-3.67, -3.18, -2.27], [-5.60, 2.41, -0.38], [-5.62, -2.84, 1.72]], "multiplicity": 1, "e_lumo_ha": -0.0261, "homo_ev": -10.49, "total_charge": 0, "orbital_gap_ev": 9.8}



{"formula": "C59H144N8O12", "method": "wB97M-V/def2-TZVPD", "elements": ["O", "O", "O", "O", "O", "O", "O", "O", "O", "O", "O", "O", "N", "N", "N", "N", "N", "N", "N", "N", "C", "C", "C", "C", "C", "C", "C", "C", "C", "C", "C", "C", "C", "C", "C", "C", "C", "C", "C", "C", "C", "C", "C", "C", "C", "C", "C", "C", "C", "C", "C", "C", "C", "C", "C", "C", "C", "C", "C", "C", "C", "C", "C", "C", "C", "C", "C", "C", "C", "C", "C", "C", "C", "C", "C", "C", "C", "C", "C", "H", "H", "H", "H", "H", "H", "H", "H", "H", "H", "H", "H", "H", "H", "H", "H", "H", "H", "H", "H", "H", "H", "H", "H", "H", "H", "H", "H", "H", "H", "H", "H", "H", "H", "H", "H", "H", "H", "H", "H", "H", "H", "H", "H", "H", "H", "H", "H", "H", "H", "H", "H", "H", "H", "H", "H", "H", "H", "H", "H", "H", "H", "H", "H", "H", "H", "H", "H", "H", "H", "H", "H", "H", "H", "H", "H", "H", "H", "H", "H", "H", "H", "H", "H", "H", "H", "H", "H", "H", "H", "H", "H", "H", "H", "H", "H", "H", "H", "H", "H", "H", "H", "H", "H", "H", "H", "H", "H", "H", "H", "H", "H", "H", "H", "H", "H", "H", "H", "H", "H", "H", "H", "H", "H", "H", "H", "H", "H", "H", "H", "H", "H", "H", "H", "H", "H", "H", "H", "H", "H", "H", "H", "H", "H"], "xyz": [[1.28, -1.64, -2.08], [2.07, 4.66, -4.31], [2.30, 6.45, 2.30], [0.84, 0.13, -6.29], [-0.86, -0.10, 6.61], [-3.21, 3.01, -5.56], [1.03, -5.77, 1.73], [-4.53, -2.33, -0.17], [0.98, -4.49, -0.84], [6.38, 1.86, -0.08], [-2.89, 4.62, 0.89], [-0.02, -0.69, -0.03], [1.01, -4.60, 2.52], [0.47, -5.62, -1.41], [1.55, 7.40, 5.76], [-1.35, 0.94, 5.79], [-3.21, 0.48, -2.10], [-4.29, 2.38, -0.31], [0.39, 2.52, -4.78], [-0.33, 1.12, -2.31], [-0.60, -1.63, -5.42], [-4.42, 3.73, -0.76], [-0.10, -3.48, 4.50], [-4.45, -2.73, 1.19], [-0.57, -0.98, -7.91], [-3.91, -0.75, -1.89], [-2.19, 2.20, 3.38], [-0.03, -6.00, 4.36], [-3.70, 3.86, -4.59], [-0.42, 2.98, -0.99], [-0.45, -7.79, -3.06], [2.34, -3.17, 4.09], [-0.71, 3.32, -5.17], [0.77, -7.96, -2.16], [-0.83, -5.39, -2.15], [-4.19, 4.75, 0.36], [4.43, 4.78, -4.23], [3.07, 4.92, -2.16], [2.07, 5.26, 1.59], [3.09, -3.49, 1.71], [-3.22, -1.73, -2.84], [-0.91, 2.68, 4.01], [-0.08, -1.59, 1.08], [2.08, 7.66, 4.48], [-2.68, 5.41, 2.05], [2.21, -6.07, -3.16], [3.61, -1.59, -1.50], [-3.17, 1.86, 4.44], [-0.43, 0.69, 0.19], [-2.71, 0.59, 5.31], [0.06, 1.53, -1.01], [-1.87, -4.84, -1.09], [-0.09, -4.70, 3.54], [2.60, -1.44, -2.60], [5.13, 1.34, 0.36], [-3.54, 0.51, 6.54], [-0.39, 3.97, -6.52], [-1.45, -6.80, -2.51], [-0.30, 1.56, 4.92], [-2.91, -0.68, 4.42], [-0.74, -4.45, -3.30], [-1.96, 2.40, -5.31], [1.23, -3.27, 5.17], [3.31, -5.40, 3.33], [4.29, 2.57, 0.85], [0.21, -1.15, -6.59], [3.19, 4.30, -3.52], [-3.74, -1.16, -0.40], [2.40, -4.19, 2.89], [1.97, 6.36, 3.67], [3.49, 8.28, 4.60], [-5.76, 3.80, -1.49], [0.76, 2.26, 5.80], [2.61, -6.97, -0.83], [-1.45, -4.74, 2.82], [5.36, 0.28, 1.44], [2.59, -0.06, -3.20], [0.32, 0.51, 3.98], [1.50, -6.60, -1.91], [-2.13, -1.66, -2.78], [-0.19, 3.21, -7.27], [0.55, -0.45, 4.44], [3.22, -7.80, -1.21], [0.32, 3.12, 6.30], [0.02, -6.81, 3.64], [4.28, 3.44, 0.20], [1.00, -5.42, 0.84], [-0.99, -8.73, -3.10], [2.82, -6.01, 4.08], [-0.16, -4.84, -4.14], [1.44, -4.17, 5.76], [-3.63, 1.21, -1.54], [0.10, 3.55, -1.76], [-2.70, -1.45, -0.27], [1.59, 3.85, -4.49], [3.09, -6.70, -3.28], [1.35, 8.27, 6.23], [4.37, -0.01, 1.78], [-5.04, 2.31, 0.36], [-2.62, 3.04, 2.83], [-3.94, 3.28, -3.70], [-2.73, -1.63, 4.93], [-2.07, 1.42, 2.63], [2.21, -7.34, 0.11], [6.70, 2.38, 0.67], [0.16, -2.01, -4.74], [3.51, -6.01, 2.45], [4.49, 5.86, -4.18], [-6.59, 3.56, -0.84], [3.28, -3.19, 4.66], [-1.53, -5.68, 2.28], [3.17, -4.13, 0.83], [0.15, 2.13, -3.88], [-3.47, 2.36, 0.28], [3.49, -0.95, -0.62], [2.58, -2.58, 1.40], [-0.94, 4.10, -4.45], [1.03, 4.94, 1.62], [1.17, -1.09, -1.30], [-3.91, -0.74, 3.99], [-3.54, -2.75, -2.67], [1.51, 8.48, 4.03], [3.24, 3.21, -3.45], [3.79, 4.54, -1.44], [2.66, 4.40, 1.90], [-1.99, -5.55, -0.27], [-0.20, -2.64, 3.82], [-3.53, 1.42, 7.13], [-1.32, 0.92, -2.25], [3.51, 0.12, -3.76], [-5.15, -3.55, 1.31], [-0.06, 1.11, 1.12], [-2.28, -6.69, -3.22], [-4.56, 0.43, 6.15], [4.30, -5.15, 3.71], [1.44, 0.45, -6.98], [1.14, 1.66, 6.63], [-0.32, 3.44, -0.01], [3.24, -6.09, -0.72], [1.26, 0.82, 3.51], [-1.68, 5.34, 2.46], [1.15, 1.50, -1.01], [2.77, -2.21, -3.35], [-0.33, 0.29, 3.13], [-3.28, 5.25, 2.94], [-1.17, -0.88, -4.87], [-3.48, 2.69, 5.09], [-3.66, 3.84, -1.53], [5.87, -0.62, 1.10], [4.13, 7.67, 5.24], [-2.95, 6.44, 1.80], [-3.60, 0.76, -2.98], [-1.77, -4.37, -3.64], [0.50, -8.34, -1.18], [0.36, 1.67, -5.32], [-1.52, 0.72, 0.26], [-4.77, -1.95, 1.88], [-1.50, -4.03, 1.99], [4.59, 4.54, -5.28], [-3.46, -1.48, -3.87], [1.85, 0.02, -3.99], [4.63, 0.96, -0.53], [1.62, 2.64, 5.24], [3.60, -2.63, -1.18], [-2.23, -0.74, 3.57], [-2.16, 1.93, -4.35], [0.15, -0.72, -8.69], [3.11, 6.01, -2.19], [-4.92, 4.50, 1.13], [-2.02, -7.35, -1.76], [3.40, 9.28, 5.02], [-1.23, 4.63, -6.75], [-1.11, -1.74, 1.40], [-2.33, -4.65, 3.46], [-1.02, 3.63, 4.53], [-0.84, -6.22, 5.05], [4.12, -3.30, 2.01], [4.66, -1.39, -1.73], [2.58, 0.76, -2.49], [-0.91, -3.54, 5.23], [-3.25, -0.28, 7.22], [-4.61, 4.36, -4.92], [-1.19, -0.09, -7.80], [1.19, -3.96, -1.61], [1.59, -6.00, -4.05], [-2.00, 1.58, -6.02], [2.22, 5.52, 0.54], [0.29, -2.53, 0.66], [5.83, 0.70, 2.33], [0.90, 6.14, 3.62], [0.01, 0.17, -2.38], [-4.03, 1.55, 3.85], [-2.82, -4.67, -1.59], [-5.87, 3.12, -2.33], [2.58, -5.05, -2.98], [-5.96, 4.78, -1.94], [-4.95, -0.60, -2.15], [0.82, -6.17, 5.02], [-1.55, -3.89, -0.67], [-0.17, -7.58, -4.10], [5.31, 4.32, -3.79], [-1.47, 3.08, -1.24], [3.25, 2.24, 0.82], [0.57, -1.30, 1.90], [-1.02, 0.34, 7.45], [-0.40, -3.44, -3.07], [-4.43, 5.76, 0.04], [4.54, 2.93, 1.84], [1.40, -8.76, -2.53], [2.48, 5.55, 4.20], [-3.92, -0.30, 0.25], [3.93, 8.44, 3.62], [1.19, -2.45, 5.89], [0.96, -1.92, -6.78], [0.62, 7.04, 5.62], [2.15, 4.60, -1.68], [-1.11, -1.82, -8.35], [-1.19, -2.48, -5.75], [-3.10, 4.74, -4.34], [0.43, 4.68, -6.48], [-3.49, -3.12, 1.52], [2.42, -2.14, 3.75], [-0.25, 2.89, 3.17]], "smiles": "CC1(C)CCCC(C)(C)N1O.CC1(C)CCCC(C)(C)N1O.CC1(C)CCCC(C)(C)N1O.COC[C@H](C)N.COC[C@H](C)N.COC[C@H](C)N.COC[C@H](C)N.COC[C@H](C)N.CC(C)O.CC(C)O.CC(C)O.CC(C)O", "multiplicity": 1, "e_lumo_ha": 0.0120, "homo_ev": -8.05, "total_charge": 0, "orbital_gap_ev": 8.4}



{"formula": "C5HNO3", "method": "wB97M-V/def2-TZVPD", "elements": ["O", "O", "O", "N", "C", "C", "C", "C", "C", "H"], "xyz": [[3.22, 0.18, -0.18], [-1.09, 2.31, 0.12], [-0.84, -2.46, 0.11], [-1.42, 0.05, -0.09], [-0.37, -1.40, 0.03], [0.74, 0.70, 0.07], [2.06, 0.13, -0.06], [0.85, -0.68, 0.05], [-0.72, 1.17, 0.04], [-2.43, 0.00, -0.10]], "smiles": "O=C1NC(=O)c2c1c2=O", "multiplicity": 1, "e_lumo_ha": -0.0740, "homo_ev": -10.35, "total_charge": 0, "orbital_gap_ev": 8.3}